15
Properties=species:S:1:pos:R:3 method="wB97M-V/def2-TZVPD" e_tot_ha=-362.36251 relative_energy_ev=0.8365 homo_energy_ev="-9.9 / -9.8" spin_multiplicity=2 charge=0 largest_force_ha_per_bohr=0.051
C -2.06 -0.66 0.10
O -2.79 -1.55 -0.56
C -0.63 -0.44 -0.36
C 0.08 0.59 0.52
C 1.44 1.14 -0.09
N 2.20 0.04 -0.42
O 1.80 2.28 -0.04
H -1.97 -0.87 1.25
H -2.55 0.38 0.06
H -0.41 -0.30 -1.43
H -0.18 -1.43 -0.24
H 0.51 0.05 1.35
H -0.39 1.45 1.02
H 3.18 0.18 -0.58
H 1.76 -0.85 -0.58

29
Properties=species:S:1:pos:R:3 method="wB97M-V/def2-TZVPD" e_tot_ha=-668.37727 relative_energy_ev=2.7864 homo_energy_ev=-14.1 charge=+1 largest_force_ha_per_bohr=0.153
N -0.21 0.19 -0.12
H -1.20 0.69 0.04
H 0.16 0.59 -0.97
H -0.30 -0.73 -0.19
H 0.39 0.51 0.68
O 1.06 3.20 0.24
H 1.93 3.30 -0.03
H 0.61 3.79 -0.37
O 2.98 0.41 2.03
H 3.22 -0.52 2.43
H 3.78 0.90 2.09
O -2.04 -1.11 1.84
H -2.16 -2.16 2.07
H -3.09 -0.77 1.81
O 2.74 -0.01 -0.80
H 2.93 -0.96 -0.80
H 3.25 0.32 -0.08
O -2.04 0.92 -2.62
H -2.73 0.28 -2.71
H -1.56 0.71 -3.40
O -0.66 1.39 2.81
H -0.20 2.01 3.39
H -0.95 0.63 3.23
O -1.21 -2.80 -0.91
H -1.33 -3.53 -0.32
H -2.28 -2.66 -0.99
O 0.06 -1.51 -2.86
H -0.44 -1.82 -2.02
H -0.70 -1.23 -3.45

113
Properties=species:S:1:pos:R:3 method="wB97M-V/def2-TZVPD" e_tot_ha=-3770.61892 relative_energy_ev=0.0000 homo_energy_ev=-11.1 charge=+1 largest_force_ha_per_bohr=0.049
C -8.41 -2.88 1.55
C -7.14 -2.93 0.70
C -6.62 -1.53 0.44
N -5.25 -1.53 -0.07
C -4.19 -1.14 0.55
N -3.03 -1.14 -0.25
C -1.94 -2.09 -0.02
C -2.11 -3.14 1.06
C -0.85 -4.05 1.06
C 0.22 -3.55 2.05
C 1.35 -2.68 1.44
C 1.32 -1.22 1.86
C 1.25 -0.97 3.38
O 0.24 0.02 3.64
C 0.77 1.18 4.27
N -2.72 0.15 -0.70
C -2.73 0.28 -2.18
C -1.32 0.33 -2.74
N -4.29 -0.65 1.84
S -4.80 -1.79 3.09
P -2.87 0.27 2.44
N -3.20 1.79 2.46
H -8.96 -1.98 1.30
H -8.14 -2.86 2.59
H -9.02 -3.75 1.38
H -7.38 -3.39 -0.26
H -6.40 -3.55 1.17
H -6.72 -0.91 1.31
H -7.23 -1.07 -0.33
H -5.14 -1.84 -1.02
H -1.04 -1.54 0.20
H -1.73 -2.61 -0.95
H -2.09 -2.65 2.02
H -3.01 -3.73 0.93
H -1.17 -5.03 1.40
H -0.46 -4.12 0.06
H -0.23 -3.07 2.91
H 0.70 -4.45 2.43
H 1.26 -2.72 0.36
H 2.30 -3.10 1.72
H 0.53 -0.64 1.40
H 2.25 -0.77 1.52
H 1.00 -1.86 3.95
H 2.20 -0.61 3.72
H 0.76 1.07 5.35
H 1.75 1.47 3.90
H 0.10 2.01 4.05
H -1.82 0.46 -0.35
H -3.30 -0.53 -2.59
H -3.23 1.21 -2.41
H -1.30 0.78 -3.72
H -0.87 -0.65 -2.80
H -0.68 0.95 -2.12
H -4.57 -3.00 2.54
H -2.66 -0.31 3.70
H -1.73 0.01 1.69
H -2.54 2.31 1.91
C 5.69 4.87 1.62
C 5.68 3.59 2.00
C 4.44 2.75 1.93
O 4.50 1.58 2.27
C 3.22 3.37 1.45
C 3.22 4.65 1.06
C 4.47 5.48 1.11
O 4.40 6.63 0.72
O 2.14 5.26 0.61
O 6.76 2.97 2.47
H 6.58 5.48 1.66
H 2.33 2.76 1.41
H 2.41 6.18 0.40
H 6.48 2.05 2.67
C 3.28 2.78 -5.08
C 3.46 2.46 -3.79
C 3.54 3.50 -2.71
O 3.67 3.12 -1.56
C 3.45 4.90 -3.10
C 3.28 5.23 -4.39
C 3.18 4.18 -5.46
O 3.00 4.56 -6.60
O 3.20 6.48 -4.80
O 3.57 1.20 -3.37
H 3.22 2.03 -5.86
H 3.53 5.64 -2.32
H 3.08 6.44 -5.77
H 3.69 1.26 -2.40
C 0.99 0.34 -10.59
C 1.98 0.29 -9.69
C 2.09 1.29 -8.58
O 3.01 1.16 -7.79
C 1.11 2.36 -8.51
C 0.12 2.41 -9.41
C -0.01 1.39 -10.51
O -0.94 1.50 -11.28
O -0.81 3.36 -9.41
O 2.93 -0.65 -9.71
H 0.90 -0.38 -11.39
H 1.21 3.09 -7.72
H -1.39 3.16 -10.16
H 3.52 -0.46 -8.95
C 2.03 -3.05 7.77
C 1.96 -4.35 8.10
C 0.69 -5.14 7.97
O 0.71 -6.31 8.27
C -0.50 -4.45 7.47
C -0.43 -3.16 7.14
C 0.85 -2.38 7.26
O 0.82 -1.21 6.91
O -1.47 -2.47 6.69
O 3.00 -5.02 8.57
H 2.94 -2.47 7.86
H -1.41 -5.03 7.39
H -1.14 -1.56 6.53
H 2.69 -5.93 8.74

14
Properties=species:S:1:pos:R:3 method="wB97M-V/def2-TZVPD" e_tot_ha=-697.25310 relative_energy_ev=2.5282 homo_energy_ev=-13.5 charge=+1 largest_force_ha_per_bohr=0.076 smiles="NN(N)C(=[NH2+])C=S"
N -1.50 -0.32 -0.39
N -0.08 -0.48 -0.16
N 0.25 -1.77 0.25
C 0.68 0.59 -0.04
N 0.05 1.76 -0.05
C 2.17 0.63 0.21
S 3.38 -0.25 -0.33
H -1.80 -1.11 -1.01
H -2.11 -0.14 0.47
H 1.13 -1.79 0.65
H 0.04 -2.64 -0.43
H 0.46 2.72 -0.13
H -0.87 1.62 -0.42
H 2.38 1.51 1.03

51
Properties=species:S:1:pos:R:3 method="wB97M-V/def2-TZVPD" e_tot_ha=-1435.89013 relative_energy_ev=1.4032 homo_energy_ev=-8.5 charge=0 largest_force_ha_per_bohr=0.021 smiles="Cc1ncc(CN2CCC[C@H](C(=O)c3cccc(OC(C)C)c3)C2)s1"
C -4.41 -2.30 -0.55
C -3.11 -2.01 0.10
N -2.97 -1.30 1.16
C -1.67 -1.22 1.55
C -0.78 -1.87 0.77
C 0.70 -2.03 0.93
N 1.31 -2.29 -0.36
C 2.51 -3.11 -0.32
C 3.74 -2.35 0.18
C 3.98 -1.14 -0.72
C 2.74 -0.25 -0.82
C 2.54 0.59 0.43
O 3.10 0.37 1.48
C 1.71 1.82 0.21
C 2.40 3.01 0.00
C 1.70 4.18 -0.22
C 0.32 4.17 -0.24
C -0.38 2.98 -0.04
O -1.73 3.10 -0.07
C -2.57 1.95 -0.03
C -3.97 2.44 0.31
C -2.55 1.23 -1.38
C 0.32 1.80 0.20
C 1.51 -1.13 -1.18
S -1.61 -2.65 -0.54
H -4.35 -2.11 -1.62
H -4.68 -3.35 -0.41
H -5.18 -1.68 -0.11
H -1.43 -0.65 2.44
H 0.89 -2.89 1.58
H 1.10 -1.14 1.44
H 2.69 -3.47 -1.34
H 2.31 -3.98 0.31
H 3.57 -2.01 1.21
H 4.61 -3.00 0.17
H 4.82 -0.55 -0.33
H 4.25 -1.48 -1.72
H 2.86 0.46 -1.64
H 3.48 3.01 0.03
H 2.23 5.10 -0.37
H -0.24 5.07 -0.42
H -2.24 1.27 0.76
H -3.95 2.99 1.24
H -4.64 1.59 0.41
H -4.33 3.10 -0.47
H -2.91 1.90 -2.16
H -1.55 0.90 -1.64
H -3.20 0.36 -1.34
H -0.20 0.88 0.40
H 1.65 -1.48 -2.21
H 0.60 -0.52 -1.17